[1]
Below is a cluster of 9 separate species, C30H41O30S3 in total in a non-equilibrium geometry, with properties calculated with ωB97M-V/def2-TZVPD.

Calculated values
Spin multiplicity: 1
Maximum force, eV/Å: 1.41
HOMO-LUMO gap, eV: 7.125
E_HOMO, Eh: -0.2008
LUMO, eV: 1.66
Total charge: -1

CARTESIAN COORDINATES (ANGSTROEM)
C  -1.66  -1.24  -0.43
C  -2.18  -1.93  -1.70
S  -0.80  -2.15  -2.85
C  -1.14  -1.24  -4.38
C  -0.74  0.29  -4.36
C  0.48  0.39  -5.32
O  1.59  0.57  -4.83
O  0.13  0.27  -6.53
O  -0.46  0.65  -2.98
S  -1.51  1.68  -2.45
O  -2.76  1.12  -2.05
O  -0.82  2.52  -1.54
O  -1.83  2.37  -3.84
C  -1.75  1.34  -4.87
S  -3.39  0.83  -5.47
H  -0.65  -0.87  -0.59
H  -1.65  -1.94  0.40
H  -2.28  -0.40  -0.14
H  -3.02  -1.40  -2.14
H  -2.56  -2.91  -1.41
H  -0.49  -1.72  -5.10
H  -2.16  -1.41  -4.71
H  -1.33  1.89  -5.70
H  -4.10  0.89  -4.34
C  2.65  -2.06  2.81
C  1.17  -1.77  2.89
O  0.76  -1.90  1.53
C  1.65  -2.71  0.89
O  1.51  -3.15  -0.20
O  2.73  -2.95  1.68
H  3.04  -2.55  3.71
H  3.24  -1.17  2.60
H  0.64  -2.50  3.50
H  0.96  -0.77  3.25
C  5.46  -5.18  1.75
C  5.63  -6.60  1.24
O  5.85  -7.33  2.45
C  5.31  -6.63  3.47
O  5.18  -7.06  4.58
O  4.93  -5.40  3.07
H  4.76  -4.59  1.16
H  6.40  -4.65  1.84
H  4.72  -6.97  0.75
H  6.47  -6.71  0.56
C  1.74  3.72  1.56
C  1.97  2.30  1.09
O  2.21  1.61  2.33
C  1.64  2.32  3.33
O  1.51  1.92  4.45
O  1.22  3.52  2.89
H  1.03  4.26  0.94
H  2.67  4.30  1.62
H  1.08  1.86  0.62
H  2.81  2.20  0.42
C  4.12  7.65  -1.30
C  4.30  6.23  -1.81
O  4.57  5.51  -0.60
C  4.04  6.21  0.43
O  3.94  5.79  1.54
O  3.65  7.44  0.03
H  3.41  8.22  -1.88
H  5.07  8.19  -1.25
H  3.40  5.84  -2.26
H  5.13  6.13  -2.51
C  -5.32  2.06  1.10
C  -4.93  0.69  0.61
O  -4.67  -0.01  1.84
C  -5.35  0.61  2.83
O  -5.48  0.19  3.93
O  -5.87  1.78  2.39
H  -6.05  2.55  0.46
H  -4.45  2.72  1.22
H  -5.74  0.19  0.09
H  -4.05  0.70  -0.03
C  -1.89  7.53  -0.23
C  -1.77  6.06  0.11
O  -0.61  5.67  -0.62
C  0.15  6.77  -0.82
O  1.26  6.75  -1.24
O  -0.52  7.89  -0.47
H  -2.30  8.13  0.58
H  -2.46  7.71  -1.14
H  -1.60  5.89  1.17
H  -2.63  5.48  -0.21
C  -7.69  2.20  -5.04
C  -8.74  2.29  -3.95
O  -8.05  1.74  -2.82
C  -6.72  1.89  -3.02
O  -5.89  1.69  -2.20
O  -6.47  2.29  -4.29
H  -7.75  3.01  -5.76
H  -7.70  1.24  -5.56
H  -9.02  3.32  -3.73
H  -9.63  1.71  -4.17
C  4.43  -10.21  4.86
C  4.76  -10.81  6.20
O  4.19  -12.11  6.12
C  4.10  -12.45  4.80
O  3.82  -13.53  4.40
O  4.36  -11.38  4.02
H  5.18  -9.52  4.50
H  3.46  -9.72  4.85
H  5.84  -10.90  6.36
H  4.33  -10.25  7.03

[2]
Below is a structure of composition C30H42AuBN2O2S5 in a non-equilibrium geometry, with properties calculated with ωB97M-V/def2-TZVPD.

Calculated values
ΔE to the lowest compared entry with this formula, charge and spin, eV: 1.018
Spin multiplicity: 1
Maximum force, eV/Å: 1.08
HOMO-LUMO gap, eV: 5.674
E_HOMO, Eh: -0.4888
LUMO, eV: -7.63
Total charge: +2

CARTESIAN COORDINATES (ANGSTROEM)
Au  0.02  -0.03  0.07
C  -1.93  3.95  0.33
C  -1.27  3.54  1.64
S  -0.17  2.07  1.72
C  1.51  2.65  1.38
C  1.85  3.11  -0.04
S  1.42  1.96  -1.38
C  -0.29  2.39  -1.91
C  -0.62  3.84  -2.22
S  -0.87  4.93  -0.78
H  -2.76  4.61  0.58
H  -2.35  3.09  -0.20
H  -2.03  3.29  2.37
H  -0.66  4.36  2.04
H  2.12  1.78  1.65
H  1.73  3.46  2.08
H  2.93  3.22  -0.11
H  1.39  4.06  -0.26
H  -1.00  1.98  -1.20
H  -0.37  1.81  -2.83
H  -1.54  3.86  -2.80
H  0.16  4.31  -2.81
S  0.30  -1.73  -1.72
C  -1.17  -2.62  -1.71
N  -1.17  -3.88  -2.03
C  -2.42  -4.64  -2.10
C  -3.51  -3.75  -2.62
N  -3.59  -2.55  -1.78
C  -4.95  -2.09  -1.48
C  -5.64  -3.08  -0.57
C  -6.82  -3.70  -0.96
C  -7.43  -4.62  -0.12
C  -6.87  -4.92  1.11
C  -5.69  -4.31  1.50
C  -5.07  -3.39  0.66
C  -2.48  -1.95  -1.37
S  -2.54  -0.50  -0.53
C  0.02  -4.63  -2.48
C  -0.03  -4.84  -3.98
C  -0.08  -6.12  -4.50
C  -0.14  -6.31  -5.88
C  -0.16  -5.21  -6.73
C  -0.11  -3.93  -6.20
C  -0.04  -3.74  -4.83
H  -2.67  -5.01  -1.10
H  -2.28  -5.48  -2.77
H  -4.47  -4.26  -2.57
H  -3.31  -3.46  -3.66
H  -5.49  -1.99  -2.42
H  -4.89  -1.11  -1.01
H  -7.26  -3.46  -1.92
H  -8.36  -5.09  -0.43
H  -7.35  -5.63  1.76
H  -5.25  -4.53  2.47
H  -4.16  -2.89  0.98
H  0.01  -5.59  -1.96
H  0.91  -4.08  -2.18
H  -0.07  -6.99  -3.85
H  -0.18  -7.31  -6.29
H  -0.21  -5.36  -7.80
H  -0.11  -3.07  -6.86
H  0.03  -2.74  -4.43
C  3.74  -0.92  3.25
C  3.20  -1.89  2.22
C  4.31  -2.76  1.66
O  2.65  -1.07  1.12
B  1.33  -1.08  1.30
O  0.80  -1.84  2.26
C  1.93  -2.70  2.71
C  1.74  -4.03  1.99
C  1.83  -2.88  4.21
H  4.47  -0.27  2.77
H  4.24  -1.46  4.06
H  2.96  -0.30  3.68
H  5.15  -2.13  1.38
H  3.99  -3.31  0.78
H  4.65  -3.46  2.42
H  1.83  -3.90  0.91
H  0.73  -4.39  2.21
H  2.46  -4.77  2.33
H  1.86  -1.93  4.74
H  2.65  -3.50  4.55
H  0.89  -3.38  4.45

[3]
Below is a structure of composition C30H42BIrN8S3, with properties calculated with ωB97M-V/def2-TZVPD.

Calculated values
ΔE to the lowest compared entry with this formula, charge and spin, eV: 1.593
Spin multiplicity: 1
Maximum force, eV/Å: 0.17
HOMO-LUMO gap, eV: 5.738
E_HOMO, Eh: -0.4746
LUMO, eV: -7.18
Total charge: +2

CARTESIAN COORDINATES (ANGSTROEM)
Ir  0.47  -0.18  0.53
C  3.58  -4.57  -2.83
C  3.03  -3.76  -1.65
C  3.23  -4.57  -0.37
C  3.73  -2.41  -1.62
N  1.55  -3.55  -1.87
C  0.86  -3.96  -2.99
C  -0.43  -3.58  -2.83
N  -0.54  -2.95  -1.62
B  -1.93  -2.33  -1.25
N  -2.27  -2.26  0.28
C  -2.81  -3.36  0.90
C  -3.27  -2.98  2.11
N  -3.01  -1.63  2.25
C  -2.38  -1.22  1.12
S  -1.74  0.36  0.81
C  -3.54  -0.78  3.39
C  -4.20  -1.72  4.39
C  -2.42  -0.02  4.09
C  -4.59  0.17  2.81
N  -2.15  -0.99  -1.98
C  -3.38  -0.70  -2.53
C  -3.30  0.52  -3.11
N  -2.02  0.98  -2.92
C  -1.34  0.06  -2.22
S  0.33  0.17  -1.71
C  -1.52  2.32  -3.42
C  -1.17  3.19  -2.21
C  -2.63  3.00  -4.21
C  -0.32  2.09  -4.34
C  0.67  -2.93  -1.06
S  1.04  -2.30  0.55
H  4.64  -4.73  -2.65
H  3.49  -4.04  -3.77
H  3.12  -5.55  -2.91
H  4.29  -4.80  -0.27
H  2.68  -5.51  -0.41
H  2.94  -4.02  0.52
H  4.80  -2.56  -1.54
H  3.42  -1.81  -0.76
H  3.53  -1.85  -2.53
H  1.33  -4.50  -3.79
H  -1.28  -3.73  -3.48
H  -2.73  -3.09  -1.71
H  -2.85  -4.32  0.42
H  -3.77  -3.55  2.87
H  -3.49  -2.44  4.80
H  -5.06  -2.24  3.98
H  -4.56  -1.12  5.23
H  -1.64  -0.71  4.42
H  -2.84  0.45  4.98
H  -1.98  0.76  3.47
H  -5.39  -0.38  2.31
H  -4.15  0.87  2.10
H  -5.03  0.75  3.62
H  -4.20  -1.39  -2.48
H  -4.04  1.07  -3.66
H  -2.03  3.30  -1.55
H  -0.89  4.19  -2.57
H  -0.33  2.79  -1.65
H  -3.50  3.21  -3.60
H  -2.93  2.41  -5.08
H  -2.25  3.95  -4.57
H  0.54  1.67  -3.82
H  -0.02  3.05  -4.76
H  -0.60  1.44  -5.17
N  -0.06  -2.31  3.43
C  1.08  -1.73  3.99
C  1.74  -2.40  5.00
C  2.75  -1.80  5.76
C  3.09  -0.49  5.54
C  2.45  0.22  4.50
C  2.72  1.59  4.31
C  2.08  2.29  3.33
C  1.26  1.56  2.46
N  1.00  0.27  2.57
C  1.50  -0.42  3.66
H  -0.38  -1.92  2.55
H  -0.06  -3.32  3.42
H  1.42  -3.40  5.25
H  3.23  -2.36  6.54
H  3.81  0.02  6.16
H  3.42  2.08  4.97
H  2.23  3.35  3.17
H  0.81  2.07  1.61

[4]
Below is a structure of composition C30H42Br2EuN2P2 in a non-equilibrium geometry, with properties calculated with ωB97M-V/def2-TZVPD.

Calculated values
Spin multiplicity: 8
Maximum force, eV/Å: 2.93
⟨S²⟩: 15.760
HOMO-LUMO gap (spin up / spin down), eV: 5.590 / 5.605
E_HOMO (spin up / spin down), Eh: -0.4668 / -0.4669
LUMO (spin up / spin down), eV: -7.11 / -7.10
Total charge: +2

CARTESIAN COORDINATES (ANGSTROEM)
C  1.85  4.19  -1.49
C  0.93  3.83  -2.50
C  1.40  3.60  -3.80
C  2.78  3.50  -3.98
N  3.64  3.66  -2.97
C  3.21  4.05  -1.77
C  -0.44  3.63  -2.17
C  -1.61  3.58  -1.79
C  -2.55  3.00  -0.87
C  -2.38  1.63  -0.59
C  -3.13  1.04  0.46
C  -3.62  1.94  1.40
C  -3.91  3.27  1.12
C  -3.43  3.78  -0.10
Eu  -1.30  1.14  2.29
P  1.64  -0.27  -0.10
H  0.72  3.46  -4.63
H  1.52  4.53  -0.50
H  3.19  3.26  -4.96
H  3.95  4.25  -0.99
H  -3.63  4.81  -0.42
H  -1.66  1.06  -1.19
H  -4.48  3.89  1.80
H  -3.20  -0.05  0.60
C  2.24  -2.02  0.10
C  3.34  -2.58  -0.81
H  1.33  -2.64  -0.01
H  2.55  -2.10  1.15
H  3.51  -3.63  -0.52
H  3.05  -2.59  -1.87
H  4.30  -2.07  -0.70
C  1.84  0.09  -1.93
C  3.23  0.24  -2.53
H  1.28  1.03  -2.08
H  1.27  -0.69  -2.46
H  3.12  0.33  -3.63
H  3.73  1.16  -2.21
H  3.88  -0.62  -2.36
C  2.99  0.74  0.66
C  4.44  0.26  0.58
H  2.70  0.83  1.72
H  2.90  1.75  0.23
H  5.06  0.94  1.16
H  4.57  -0.74  1.00
H  4.84  0.27  -0.45
Br  -3.80  1.19  3.47
P  -1.41  -1.69  -1.83
C  -0.46  -2.75  -3.05
C  -1.09  -4.05  -3.54
H  0.50  -2.97  -2.53
H  -0.22  -2.09  -3.90
H  -0.36  -4.55  -4.20
H  -1.32  -4.74  -2.72
H  -2.00  -3.88  -4.15
C  -2.48  -2.92  -0.94
C  -3.88  -3.20  -1.48
H  -2.56  -2.50  0.08
H  -1.91  -3.85  -0.85
H  -4.38  -3.90  -0.81
H  -4.50  -2.30  -1.54
H  -3.86  -3.68  -2.47
C  -2.58  -0.74  -2.92
C  -2.98  -1.31  -4.28
H  -2.10  0.24  -3.08
H  -3.47  -0.54  -2.30
H  -3.58  -0.55  -4.80
H  -2.11  -1.50  -4.91
H  -3.59  -2.21  -4.20
Br  0.19  -4.93  3.60
C  -0.46  -3.21  4.13
C  -0.94  -3.01  5.43
C  -1.29  -1.72  5.82
C  -1.09  -0.67  4.91
N  -0.68  -0.88  3.65
C  -0.40  -2.14  3.22
H  -1.03  -3.86  6.10
H  -1.71  -1.50  6.81
H  -1.26  0.39  5.19
H  -0.10  -2.25  2.18

[5]
Below is a cluster of 6 separate species, C30H42F3O11PS in total in a non-equilibrium geometry, with properties calculated with ωB97M-V/def2-TZVPD.

Calculated values
Spin multiplicity: 1
Maximum force, eV/Å: 8.34
HOMO-LUMO gap, eV: 6.853
E_HOMO, Eh: -0.3268
LUMO, eV: -2.04

CARTESIAN COORDINATES (ANGSTROEM)
O  -2.31  -0.79  -5.28
C  -2.53  -1.88  -4.53
C  -3.97  -2.73  -4.58
C  -5.32  -1.78  -4.76
O  -5.18  -0.68  -3.78
C  -5.90  -0.96  -2.53
F  -5.15  -0.20  -1.46
F  -5.91  -2.37  -2.10
F  -7.32  -0.51  -2.60
C  -4.02  -4.24  -4.42
C  -5.45  -5.05  -4.43
C  -5.21  -6.57  -3.53
C  -4.69  -6.35  -1.89
O  -6.20  -6.81  -2.34
C  -2.56  -5.01  -4.20
O  -2.25  -6.20  -4.73
C  -1.47  -4.15  -3.26
C  -0.50  -4.91  -2.18
C  0.49  -3.95  -1.28
P  1.59  -4.82  0.03
O  1.38  -3.89  1.52
O  0.79  -6.38  0.37
S  3.46  -5.02  -0.50
C  0.57  -2.29  -1.46
C  -0.41  -1.55  -2.54
C  -1.43  -2.49  -3.42
H  -6.32  -2.38  -4.68
H  -5.24  -1.27  -5.84
H  -6.27  -4.56  -3.73
H  -5.85  -5.35  -5.48
H  -4.75  -7.55  -4.16
H  -4.64  -5.24  -1.51
H  -3.99  -7.24  -1.59
H  -0.54  -6.09  -2.05
H  0.42  -3.53  1.51
H  -0.20  -6.18  0.52
H  1.29  -1.63  -0.79
H  -0.45  -0.37  -2.73
C  2.12  1.49  1.84
C  2.67  0.10  1.80
O  2.54  -0.62  0.80
C  3.40  -0.40  3.02
H  1.62  1.71  0.89
H  1.39  1.58  2.64
H  2.93  2.21  1.98
H  2.73  -0.39  3.88
H  4.27  0.23  3.21
H  3.75  -1.42  2.84
C  -5.57  3.94  -3.67
C  -4.20  3.67  -4.23
O  -3.44  4.59  -4.54
C  -3.79  2.23  -4.40
H  -5.72  5.02  -3.60
H  -6.33  3.52  -4.32
H  -5.65  3.51  -2.66
H  -4.47  1.73  -5.09
H  -3.79  1.73  -3.43
H  -2.78  2.19  -4.82
C  6.97  3.22  2.42
C  6.54  3.07  3.85
O  5.39  3.30  4.20
C  7.58  2.63  4.85
H  6.12  3.54  1.81
H  7.76  3.97  2.34
H  7.33  2.26  2.04
H  8.40  3.36  4.88
H  7.96  1.65  4.58
H  7.13  2.57  5.84
C  4.60  1.49  8.94
C  4.26  1.77  7.50
O  4.67  1.04  6.60
C  3.41  2.97  7.21
H  5.23  0.60  9.01
H  5.16  2.34  9.36
H  3.69  1.33  9.52
H  3.91  3.88  7.55
H  2.44  2.87  7.70
H  3.24  3.04  6.13
C  2.50  5.91  0.25
C  1.34  4.96  0.35
O  1.51  3.78  0.65
C  -0.04  5.50  0.06
H  3.43  5.39  0.49
H  2.57  6.31  -0.77
H  2.36  6.73  0.97
H  -0.08  5.87  -0.97
H  -0.28  6.29  0.76
H  -0.77  4.69  0.17

E_tot? In order: -125707.903, -97400.724, -79726.098, -212745.810, -82572.799 eV.